The following is a quantum chemistry calculation of a structure of composition C60H50AuN6O2S3Si, from the OMol25 dataset.

Geometry (Å):
Au (0.340, -0.083, 1.579)
N (-1.347, -1.005, 2.147)
S (-2.015, -1.055, 0.737)
N (-1.142, -0.132, -0.189)
S (-1.091, -1.174, -2.960)
N (2.093, -0.162, -1.827)
S (2.163, 1.097, -0.731)
N (1.834, 1.039, 0.703)
C (3.847, 1.632, -0.928)
C (4.553, 1.483, -2.117)
C (5.853, 1.958, -2.186)
C (6.434, 2.567, -1.081)
C (5.719, 2.701, 0.103)
C (4.417, 2.234, 0.184)
C (1.149, 2.243, -1.653)
C (-0.017, 2.662, -1.034)
C (-0.859, 3.533, -1.714)
C (-0.518, 3.982, -2.981)
C (0.662, 3.558, -3.587)
C (1.501, 2.675, -2.930)
C (-0.562, -0.242, -4.383)
C (-1.288, 0.895, -4.722)
C (-0.889, 1.679, -5.800)
C (0.236, 1.338, -6.537)
C (0.974, 0.215, -6.182)
C (0.582, -0.575, -5.109)
C (-0.565, -2.820, -3.404)
C (-1.052, -3.423, -4.565)
C (-0.722, -4.740, -4.843)
C (0.090, -5.459, -3.968)
C (0.574, -4.854, -2.820)
C (0.246, -3.530, -2.530)
C (-2.158, -2.735, 0.221)
C (-3.068, -3.083, -0.776)
C (-3.096, -4.397, -1.215)
C (-2.233, -5.334, -0.656)
C (-1.336, -4.968, 0.343)
C (-1.288, -3.658, 0.790)
C (-3.703, -0.538, 0.746)
C (-4.637, -1.188, 1.546)
C (-5.958, -0.781, 1.479)
C (-6.328, 0.246, 0.618)
C (-5.382, 0.890, -0.171)
C (-4.050, 0.502, -0.108)
H (4.110, 0.995, -2.972)
H (6.412, 1.849, -3.107)
H (7.452, 2.931, -1.142)
H (6.177, 3.164, 0.967)
H (3.842, 2.318, 1.097)
H (-0.255, 2.305, -0.040)
H (-1.782, 3.861, -1.250)
H (-1.171, 4.672, -3.503)
H (0.925, 3.909, -4.577)
H (2.414, 2.339, -3.401)
H (-2.171, 1.159, -4.147)
H (-1.472, 2.554, -6.066)
H (0.533, 1.939, -7.389)
H (1.861, -0.053, -6.744)
H (1.150, -1.460, -4.845)
H (-1.681, -2.859, -5.247)
H (-1.110, -5.211, -5.738)
H (0.332, -6.494, -4.182)
H (1.205, -5.409, -2.133)
H (0.601, -3.058, -1.618)
H (-3.739, -2.341, -1.195)
H (-3.796, -4.690, -1.988)
H (-2.263, -6.361, -1.001)
H (-0.673, -5.708, 0.777)
H (-0.601, -3.338, 1.564)
H (-4.326, -1.990, 2.209)
H (-6.704, -1.274, 2.090)
H (-7.368, 0.548, 0.561)
H (-5.684, 1.685, -0.841)
H (-3.278, 0.974, -0.706)
O (2.232, -1.157, 2.538)
N (3.045, -1.485, 1.627)
N (2.513, -1.788, 0.511)
O (1.228, -1.778, 0.266)
C (3.361, -1.973, -0.634)
C (3.049, -1.255, -1.789)
C (3.719, -1.570, -2.960)
C (4.697, -2.554, -2.972)
C (5.053, -3.197, -1.795)
C (4.375, -2.913, -0.618)
H (1.106, -0.459, -1.905)
H (3.460, -1.029, -3.864)
H (5.186, -2.817, -3.903)
H (5.840, -3.941, -1.796)
H (4.613, -3.418, 0.311)
C (-5.188, 1.484, 3.987)
C (-4.472, 0.556, 4.736)
C (-3.097, 0.444, 4.573)
C (-2.419, 1.264, 3.667)
C (-3.154, 2.178, 2.907)
C (-4.530, 2.290, 3.066)
Si (-0.574, 1.158, 3.525)
C (0.054, 2.909, 3.381)
C (-0.661, 3.891, 4.080)
C (-0.183, 5.194, 4.160)
C (1.008, 5.538, 3.535)
C (1.722, 4.577, 2.831)
C (1.252, 3.272, 2.758)
C (0.141, 0.290, 4.996)
C (0.558, -1.042, 5.013)
C (1.056, -1.608, 6.180)
C (1.129, -0.854, 7.343)
C (0.706, 0.471, 7.340)
C (0.221, 1.043, 6.173)
H (-6.260, 1.582, 4.125)
H (-4.985, -0.076, 5.453)
H (-2.541, -0.280, 5.162)
H (-2.645, 2.820, 2.192)
H (-5.088, 3.010, 2.477)
H (-1.598, 3.640, 4.568)
H (-0.744, 5.940, 4.712)
H (1.379, 6.555, 3.598)
H (2.653, 4.844, 2.342)
H (1.812, 2.529, 2.210)
H (0.500, -1.640, 4.112)
H (1.389, -2.640, 6.180)
H (1.515, -1.296, 8.253)
H (0.756, 1.062, 8.247)
H (-0.094, 2.083, 6.182)

As for the total charge: +1. The value obtained for the gap between HOMO and LUMO (alpha / beta) is 5.408 / 5.955 eV. The value obtained for the LUMO energy (alpha / beta) is -0.1756 / -0.1552 Ha. The energy above the lowest of the compared OMol25 structures with the same formula, charge and spin is 0.00 kJ/mol. Its HOMO energy (alpha / beta) is -10.2 / -10.2 eV.

Löwdin population analysis, charges in e, atoms 1 to 2:
1 Au 1.071
2 N -0.353